# C11H15AsGaN2O3S6Sb

A molecular structure, C11H15AsGaN2O3S6Sb (ωB97M-V/def2-TZVPD, OMol25).

XYZ file:
```
40
Properties=species:S:1:pos:R:3:forces:R:3
Ga 8.1600 11.2930 9.2038 -1.6 -0.2 2.1
S 9.2918 12.7765 10.5553 -0.4 -0.6 0.0
Sb 7.8667 13.0077 12.5837 -1.2 -0.6 -0.6
S 5.5613 13.1594 11.7039 1.6 0.7 0.9
S 8.2439 11.2181 14.1592 -0.5 1.9 -1.0
O 4.3704 11.6662 9.0461 0.8 0.2 0.3
S 5.1270 11.2313 10.2754 1.4 -2.0 -0.5
N 6.5189 10.5847 10.1376 -1.1 1.7 -0.7
S 8.7218 8.6555 15.1393 0.9 -0.4 -1.1
C 9.4552 9.1046 13.4908 0.7 -2.0 0.0
N 9.0030 8.4229 12.4773 -0.9 0.4 1.5
C 7.8390 7.6672 12.8487 1.6 0.9 0.7
C 6.9699 7.1080 11.9009 0.4 -0.9 0.9
C 5.8726 6.4302 12.4697 -0.1 -0.4 -0.6
C 5.5717 6.4811 13.8425 0.1 0.8 0.6
C 6.4446 7.1073 14.7670 -0.9 -0.6 -1.1
C 7.6429 7.5926 14.3128 -0.3 1.0 -2.9
H 10.4632 9.5836 13.4935 -1.3 -0.2 0.0
H 7.2059 7.0963 10.7952 -0.4 0.3 1.6
H 5.2593 5.8068 11.7972 0.0 0.7 0.4
H 4.5692 6.2362 14.2408 0.7 -0.4 -0.5
H 6.1278 7.3132 15.7676 -0.1 -0.2 0.5
C 4.6795 12.9654 5.6222 1.2 -0.7 0.7
As 5.9634 11.6155 6.3643 1.5 -0.3 0.3
C 6.9150 10.9473 4.7831 -1.1 -0.4 -0.6
C 5.5935 9.7762 7.0230 -1.1 1.4 -0.3
S 7.2782 12.7425 7.6396 0.0 0.5 -0.8
H 4.0355 12.4510 4.9341 -0.5 -0.1 -0.2
H 5.3020 13.7180 5.0743 -0.5 -0.6 0.8
H 4.1838 13.3161 6.5295 -0.1 0.3 -0.4
H 6.3933 9.9819 4.5668 0.5 0.8 -0.1
H 7.9634 10.7236 4.9331 0.1 0.3 0.2
H 6.7498 11.6057 3.9251 0.3 0.0 0.1
H 5.5721 9.2934 6.0499 -0.4 -0.6 0.4
H 4.6286 9.8723 7.5493 0.6 -0.6 -0.1
H 6.4319 9.4247 7.6348 -0.2 0.4 0.0
O 10.7418 10.0922 8.2702 -1.6 -2.2 0.0
C 9.8315 9.2466 8.2736 -0.8 3.6 0.2
O 8.5473 9.5727 8.6228 2.9 -1.4 -1.1
H 9.9347 8.2323 7.8767 0.1 -0.1 0.3
```
Positions in Å, forces in eV/Å.

Its net charge is -1. Its expectation value of S² is 0.774. The calculation puts the energy above the lowest of the compared OMol25 structures with the same formula, charge and spin at 133.0 kJ/mol. As for the spin multiplicity: 2. The largest force on an atom is 3.68 eV/A.

=====

# C7H14O

A molecular structure, C7H14O (ωB97M-V/def2-TZVPD, OMol25).

XYZ file:
```
22
Properties=species:S:1:pos:R:3:forces:R:3
C -0.6582 -0.1429 -0.9204 0.1 -0.1 0.3
C -0.4446 -0.2841 1.5222 3.8 -0.9 1.2
C -1.6362 1.0331 -0.9101 0.1 -0.2 0.1
C 0.7720 0.3302 -1.1683 -0.2 -0.1 0.2
C -1.0775 -1.1806 -1.9567 0.0 0.1 0.2
C 1.4356 -0.4329 1.9438 -0.4 1.3 -1.9
C 2.0470 0.3899 2.7758 -0.1 -0.1 0.2
O -0.7482 -0.8792 0.3495 -0.2 -0.4 -0.6
H 0.0488 -1.0010 2.3218 -3.1 1.0 -0.4
H -0.5092 0.8100 1.5195 -0.1 -0.6 0.8
H 1.9554 -1.1423 1.3099 0.1 -0.1 0.0
H -1.3343 1.8025 -0.1997 0.0 0.0 0.0
H -1.6740 1.4889 -1.8991 0.0 0.0 0.0
H -2.0871 -1.5322 -1.7486 0.0 0.0 0.0
H 1.4563 -0.5174 -1.1783 0.0 0.0 -0.1
H 0.8275 0.8423 -2.1288 0.0 0.0 0.0
H 1.1034 1.0121 -0.3863 0.0 0.1 0.0
H -2.6362 0.6889 -0.6468 0.0 0.0 0.0
H -0.4025 -2.0347 -1.9254 0.0 0.0 0.0
H -1.0549 -0.7500 -2.9574 0.0 0.0 0.0
H 1.4923 1.0963 3.3843 -0.1 0.1 -0.1
H 3.1247 0.4032 2.8991 0.0 -0.2 0.1
```
Positions in Å, forces in eV/Å.

Its net charge is 0. The calculation puts the energy above the lowest of the compared OMol25 structures with the same formula, charge and spin at 415.6 kJ/mol. The largest force on an atom is 4.05 eV/A.

=====

# C13H23Cl2NORe

A molecular structure, C13H23Cl2NORe (ωB97M-V/def2-TZVPD, OMol25).

XYZ file:
```
41
Properties=species:S:1:pos:R:3:forces:R:3
Re -0.7780 2.3853 0.1706 0.3 -2.1 -2.8
Cl 0.5460 3.5729 -1.2147 0.5 1.6 0.0
Cl 0.3348 2.3979 2.2271 0.3 0.8 0.8
C 2.2155 -0.2512 -1.6457 -1.3 2.0 1.1
H 2.2245 0.8682 -1.6702 1.9 -0.8 -0.7
H 1.9869 -0.4360 -0.6130 0.0 -1.1 0.4
C -1.0266 1.3400 -1.5283 1.4 -2.1 -2.2
C 1.6953 -0.9008 -2.6757 -0.3 4.2 -1.6
H -0.8544 0.1949 -1.6730 -0.5 1.6 1.8
C 1.7180 -0.1124 -4.0451 1.6 -1.3 0.9
H 0.7281 -1.2364 -2.5447 -1.4 -3.1 0.6
C 1.4046 1.3934 -4.1026 0.3 0.1 -0.1
H 2.8062 -0.2318 -4.2600 -0.7 0.2 -0.7
H 1.1420 -0.6979 -4.7791 0.2 0.4 0.1
C -0.0443 1.8400 -4.2547 0.3 0.2 0.3
H 1.8517 1.9484 -3.2657 0.0 -0.3 -0.1
H 1.9371 1.7536 -4.9987 -0.2 0.0 0.2
C -1.0566 1.6466 -3.0616 -1.7 1.3 0.2
H -0.0189 2.9185 -4.5030 0.0 -0.5 0.2
H -0.4655 1.3507 -5.1584 0.0 0.1 0.6
H -1.6114 2.5940 -2.9909 -0.2 -0.2 -0.9
H -1.7365 0.8626 -3.4572 0.0 0.4 0.5
O -0.9675 0.4379 0.7276 -0.2 -3.2 2.0
C -0.9224 -0.5359 1.5370 -0.7 0.6 0.2
C 0.3247 -1.3208 1.9175 0.0 0.2 -0.7
C 0.8323 -0.9033 3.2961 0.3 0.4 0.5
C 0.0938 -1.5495 4.4672 0.2 0.0 0.1
C -1.3990 -1.2496 4.5273 -0.2 -0.1 0.2
C -2.1784 -1.7794 3.3221 0.2 -0.2 0.1
N -2.0584 -0.9170 2.1522 -0.3 0.5 -0.9
H 0.1055 -2.4022 1.9124 0.0 0.4 -0.1
H 1.0810 -1.1264 1.1478 -0.2 0.0 0.2
H 1.9019 -1.1444 3.3827 -0.3 0.0 -0.1
H 0.7585 0.1899 3.3687 0.1 -0.3 0.0
H 0.2376 -2.6378 4.4272 0.0 0.1 0.0
H 0.5535 -1.2000 5.4019 0.0 -0.1 -0.2
H -1.8171 -1.7327 5.4216 0.1 0.1 -0.1
H -1.5690 -0.1706 4.6428 0.0 -0.2 -0.1
H -1.8227 -2.7935 3.0764 -0.2 0.2 0.1
H -3.2429 -1.8401 3.5731 0.2 0.0 -0.2
H -2.9099 -0.5255 1.7429 0.5 0.0 0.5
```
Positions in Å, forces in eV/Å.

Its net charge is 0. Its expectation value of S² is 4.088. The calculation puts the energy above the lowest of the compared OMol25 structures with the same formula, charge and spin at 276.4 kJ/mol. As for the spin multiplicity: 4. The largest force on an atom is 4.45 eV/A.

=====

# C17H18N4NiO2

A molecular structure, C17H18N4NiO2 (ωB97M-V/def2-TZVPD, OMol25).

XYZ file:
```
42
Properties=species:S:1:pos:R:3:forces:R:3
Ni 0.7822 -0.2599 -0.2466 0.0 0.4 0.1
C 4.8460 0.6148 -0.4880 0.0 0.0 0.0
C 3.3693 0.8832 -0.3825 0.0 0.1 -0.1
O 2.6310 -0.1796 -0.4690 -0.2 -0.1 0.2
C 2.9079 2.1560 -0.1911 0.0 0.0 0.0
C 1.5353 2.4974 -0.0326 0.0 0.1 0.0
C 1.1575 3.9345 0.1731 0.0 0.0 0.0
N 0.6053 1.5905 -0.0597 0.0 -0.4 -0.1
N -0.7120 2.0188 0.0931 0.0 0.0 0.0
C -1.4956 0.9944 0.0081 -0.1 0.1 -0.1
O -1.0757 -0.2182 -0.2182 0.3 0.0 0.3
C -2.9581 1.1935 0.1689 0.0 -0.1 0.0
C -3.5278 2.4563 0.0321 0.0 0.0 0.0
C -4.8948 2.6214 0.1826 0.0 0.0 0.0
C -5.7032 1.5302 0.4749 0.0 0.0 0.0
C -5.1381 0.2709 0.6148 0.0 0.0 0.0
C -3.7707 0.1018 0.4567 0.0 0.0 0.0
H 5.0282 -0.1434 -1.2488 0.0 0.0 0.0
H 5.2164 0.2280 0.4648 0.0 0.0 0.0
H 5.4020 1.5177 -0.7298 0.0 0.0 0.0
H 3.6292 2.9584 -0.1534 0.0 0.0 0.0
H 2.0471 4.5540 0.2562 0.0 0.0 0.0
H 0.5451 4.0369 1.0677 0.0 0.0 0.0
H 0.5475 4.2809 -0.6616 0.0 0.0 0.0
H -2.8870 3.2986 -0.1893 0.0 0.0 0.0
H -5.3335 3.6045 0.0685 0.0 0.0 0.0
H -6.7712 1.6624 0.5919 0.0 0.0 0.0
H -5.7636 -0.5819 0.8461 0.0 0.0 0.0
H -3.3163 -0.8745 0.5576 0.0 0.0 0.0
N 2.7109 -2.4874 1.0244 0.1 0.0 0.1
C 1.6713 -3.0567 0.3589 -0.1 0.0 0.0
C 1.5420 -4.4565 0.3010 0.0 0.0 0.0
C 0.4747 -5.0109 -0.3532 0.0 0.0 0.0
C -0.4798 -4.1783 -0.9372 0.0 0.0 0.0
C -0.3046 -2.8227 -0.8235 0.0 0.0 0.0
N 0.7465 -2.2551 -0.1946 0.0 0.1 -0.3
H 3.5002 -3.0803 1.2126 0.0 0.0 0.0
H 2.9340 -1.5400 0.7398 0.0 0.0 -0.1
H 2.2940 -5.0732 0.7745 0.0 0.0 0.0
H 0.3762 -6.0873 -0.4132 0.0 0.0 0.0
H -1.3410 -4.5732 -1.4546 0.0 0.0 0.0
H -1.0267 -2.1260 -1.2210 0.0 0.0 0.0
```
Positions in Å, forces in eV/Å.

The value obtained for the calculated total energy is -2536.48865 hartree. Its net charge is 0. The largest force on an atom is 0.47 eV/A.